{"formula": "BrClHOP", "method": "the ωB97M-V functional and the def2-TZVPD basis", "orbital_gap_ev": [6.581, 6.315], "homo_ev": [-8.81, -8.71], "max_force_ha_per_bohr": 0.052, "e_above_lowest_kcal_mol": 47.0, "elements": ["O", "P", "Cl", "Br", "H"], "coordinates": [[0.253, 0.799, 0.218], [1.387, 1.337, -0.734], [1.845, 2.889, 0.314], [3.608, -1.024, -0.020], [-0.325, -0.014, 0.088]], "lowdin_charge": [-0.44, 0.44, 0.32, -0.44, 0.13]}